[1]
Here is a structure of composition C51H42N2O4P2S2SiV from the OMol25 dataset. Energies are from wB97M-V/def2-TZVPD.

Structure (XYZ):
```
105
Properties=species:S:1:pos:R:3:forces:R:3:mulliken_spin:R:1
V 0.185 0.069 0.071 -0.01 -0.12 -0.89 1.5693
S -1.962 1.019 -2.702 0.16 -0.20 0.08 -0.0004
P -1.499 -0.920 -2.615 0.08 0.14 -0.13 -0.0104
C -0.328 -1.354 -1.444 -0.20 0.24 0.46 -0.0128
P -0.016 -2.960 -0.888 0.17 -0.22 0.18 0.0274
S -0.802 -3.540 0.861 0.07 0.08 -0.14 0.0005
C -0.411 -4.267 -2.144 -0.02 0.00 0.05 0.0021
C -1.421 -5.191 -1.898 -0.10 0.09 -0.01 0.0000
C -1.677 -6.222 -2.791 -0.04 -0.01 0.01 0.0004
C -0.903 -6.363 -3.934 0.02 0.00 -0.04 -0.0008
C 0.120 -5.458 -4.181 0.00 0.00 0.00 0.0008
C 0.355 -4.415 -3.298 0.03 -0.05 0.00 -0.0032
C 1.800 -3.216 -0.845 0.06 0.07 -0.10 0.0075
C 2.389 -4.099 0.049 -0.06 -0.03 0.00 -0.0030
C 3.760 -4.303 0.026 0.01 -0.04 0.03 -0.0005
C 4.555 -3.622 -0.884 0.04 0.02 -0.01 0.0003
C 3.974 -2.730 -1.775 0.00 -0.01 -0.01 0.0004
C 2.602 -2.532 -1.754 -0.01 -0.01 0.04 0.0028
C -1.008 -1.366 -4.351 -0.02 -0.03 -0.04 -0.0014
C -1.363 -2.568 -4.955 0.00 -0.03 0.04 0.0024
C -0.951 -2.875 -6.247 -0.02 0.01 -0.03 -0.0009
C -0.170 -1.981 -6.959 0.01 0.00 -0.02 0.0015
C 0.175 -0.765 -6.379 0.01 0.02 -0.02 -0.0012
C -0.254 -0.458 -5.098 -0.01 0.02 0.06 0.0018
C -3.109 -1.805 -2.497 -0.07 0.05 0.00 -0.0007
C -4.056 -1.633 -3.509 0.02 0.02 -0.01 0.0028
C -5.312 -2.201 -3.408 -0.03 -0.02 0.00 -0.0003
C -5.654 -2.944 -2.280 0.01 0.01 0.00 0.0002
C -4.728 -3.103 -1.263 -0.02 -0.02 -0.01 -0.0004
C -3.462 -2.534 -1.372 0.06 -0.11 0.01 0.0067
H -1.994 -5.094 -0.984 0.01 -0.02 0.00 0.0001
H -2.478 -6.923 -2.584 0.01 0.00 -0.01 0.0000
H -1.092 -7.176 -4.626 0.00 0.00 0.00 -0.0001
H 0.733 -5.550 -5.070 -0.01 -0.01 0.00 0.0000
H 1.149 -3.714 -3.516 0.04 0.05 0.01 -0.0014
H 1.764 -4.592 0.783 0.01 -0.01 0.00 0.0002
H 4.213 -4.975 0.746 0.00 0.00 -0.01 0.0000
H 5.630 -3.768 -0.883 -0.01 0.00 0.00 0.0000
H 4.587 -2.169 -2.471 -0.01 -0.01 0.00 0.0001
H 2.144 -1.813 -2.419 -0.02 -0.02 -0.02 -0.0005
H -1.971 -3.284 -4.418 -0.02 -0.04 0.05 0.0004
H -1.239 -3.823 -6.687 0.00 0.01 0.01 0.0000
H 0.160 -2.220 -7.964 -0.01 0.00 0.01 0.0001
H 0.765 -0.043 -6.931 0.00 -0.02 0.00 0.0000
H -0.046 0.520 -4.683 0.03 0.00 0.05 -0.0009
H -3.806 -1.032 -4.375 0.03 0.01 0.00 -0.0007
H -6.033 -2.059 -4.205 0.00 -0.01 0.01 -0.0001
H -6.639 -3.388 -2.197 0.00 0.00 0.00 0.0000
H -4.975 -3.673 -0.375 -0.01 0.01 0.00 0.0000
H -2.748 -2.684 -0.568 -0.01 0.04 -0.03 0.0021
O 3.010 -1.806 2.413 0.19 -0.10 0.04 0.0111
C 2.103 -1.070 2.075 -0.21 0.15 0.06 -0.0119
O 1.477 -1.059 0.964 -0.03 -0.09 -0.27 -0.0989
C 1.568 -0.042 3.056 0.08 -0.05 0.01 0.0205
C 2.098 -0.007 4.367 -0.07 0.09 0.03 -0.0006
C 1.561 0.867 5.257 0.04 -0.04 -0.04 -0.0005
C 0.469 1.673 4.858 -0.04 0.06 0.07 0.0008
C -0.173 2.573 5.744 0.03 -0.01 -0.03 -0.0007
C -1.247 3.304 5.325 0.00 0.02 0.01 -0.0001
C -1.735 3.156 4.008 0.02 -0.02 -0.01 -0.0005
C -1.133 2.298 3.132 -0.01 0.04 0.03 0.0051
C -0.001 1.554 3.533 0.06 -0.04 -0.07 0.0137
N 0.601 0.722 2.627 -0.12 0.00 0.14 0.0084
H 2.909 -0.681 4.602 0.00 -0.01 -0.01 0.0006
H 1.936 0.944 6.272 0.00 0.01 0.01 0.0000
H 0.205 2.660 6.756 -0.02 0.02 0.01 0.0000
H -1.740 3.990 6.004 0.01 0.00 0.01 0.0001
H -2.605 3.719 3.693 0.00 -0.01 -0.01 -0.0002
H -1.506 2.127 2.136 0.00 0.03 -0.02 0.0052
C -1.341 3.528 -0.213 0.00 -0.01 -0.02 -0.0414
Si 0.341 2.644 -0.340 -0.01 0.11 -0.07 -0.2795
C 1.417 3.455 1.008 -0.03 -0.03 0.03 -0.0281
C 1.062 3.409 -1.942 0.05 0.04 0.07 -0.0170
C 2.387 3.853 -1.985 0.02 -0.02 0.06 0.0015
C 2.939 4.408 -3.130 0.02 -0.01 -0.01 0.0025
C 2.170 4.535 -4.279 0.02 0.02 -0.02 -0.0035
C 0.846 4.121 -4.256 -0.01 0.00 -0.01 0.0025
C 0.301 3.575 -3.100 -0.01 0.01 -0.02 -0.0090
H -1.275 4.474 -0.759 -0.01 -0.01 -0.01 -0.0058
H -1.604 3.762 0.820 0.02 -0.02 0.04 0.0037
H -2.140 2.923 -0.643 0.03 0.00 0.00 0.0074
H 1.614 4.492 0.718 -0.01 0.00 0.00 -0.0023
H 2.378 2.961 1.166 -0.01 0.00 -0.03 0.0092
H 0.890 3.470 1.962 0.00 0.01 -0.01 0.0005
H 3.021 3.731 -1.112 -0.02 0.00 -0.02 -0.0018
H 3.979 4.716 -3.132 -0.01 0.00 -0.01 -0.0005
H 2.600 4.951 -5.183 0.00 -0.01 0.01 -0.0005
H 0.231 4.213 -5.145 0.00 0.00 0.00 -0.0001
H -0.726 3.236 -3.114 0.01 0.04 0.00 0.0001
O -2.474 -0.309 2.419 -0.17 -0.11 0.00 0.0003
C -2.420 -0.205 1.210 0.09 0.38 0.19 -0.0011
O -1.625 0.607 0.561 0.38 -0.23 0.20 -0.0038
H -3.098 -0.755 0.548 -0.19 -0.16 -0.06 0.0032
N 6.620 1.219 -3.722 -0.03 0.00 0.03 -0.0050
C 5.631 1.104 -3.141 0.08 0.01 -0.06 0.0022
C 4.401 0.966 -2.419 0.02 0.00 -0.02 -0.0058
C 3.194 0.800 -3.104 -0.02 0.02 0.07 0.0180
C 2.020 0.687 -2.388 0.01 -0.09 -0.08 -0.0348
C 1.974 0.704 -0.987 -0.25 0.13 0.22 -0.1161
C 3.202 0.869 -0.340 0.08 -0.01 0.10 -0.0261
C 4.400 0.999 -1.027 -0.08 -0.01 -0.01 0.0128
H 3.181 0.779 -4.188 0.02 -0.01 0.00 -0.0020
H 1.095 0.567 -2.928 -0.10 0.03 -0.05 -0.0096
H 3.250 0.870 0.744 -0.02 0.02 -0.01 -0.0114
H 5.333 1.111 -0.488 0.01 0.00 -0.01 -0.0011
```
Positions in Å, forces in eV/Å.

The LUMO energy (alpha / beta) is 4.10 / 4.10 eV. The calculation puts the energy relative to the best compared isomer or geometry (same formula, charge and spin) at 0.0000 eV. Its HOMO energy (alpha / beta) is -2.15 / -2.15 eV. Its multiplicity is 2. The net charge is -2. The value obtained for the gap between HOMO and LUMO (alpha / beta) is 6.25 / 6.25 eV.

[2]
Here is a structure of composition C51H45CaNO3P2SSe2Te2 from the OMol25 dataset. Energies are from wB97M-V/def2-TZVPD.

Structure (XYZ):
```
108
Properties=species:S:1:pos:R:3:forces:R:3:lowdin_charge:R:1
Ca 1.909 1.977 -0.754 -0.25 0.30 -0.61 0.5633
O -3.048 0.951 -1.112 -0.71 -0.96 0.16 -0.0833
C -3.500 1.814 -2.103 0.63 1.21 -0.12 -0.2228
C -4.484 1.492 -3.062 0.58 -0.45 1.12 -0.0273
C -5.077 2.504 -3.804 0.18 0.15 -1.08 -0.0865
C -4.581 3.790 -3.692 -0.02 1.00 1.08 -0.0931
C -3.611 4.126 -2.726 0.60 -1.26 -0.33 -0.0893
C -2.860 3.133 -2.046 -3.63 -2.06 -0.82 -0.2957
P -1.462 3.286 -0.964 0.96 -0.22 0.33 1.0735
C -0.962 4.940 -1.474 0.34 0.94 1.37 -0.4389
C -0.823 5.278 -2.799 0.27 1.64 -0.71 -0.1037
C -0.417 6.601 -3.156 -0.13 -1.17 -0.11 -0.0648
C -0.193 7.527 -2.154 0.31 0.80 -0.96 -0.1024
C -0.278 7.177 -0.824 -0.05 -0.16 0.24 -0.1116
C -0.621 5.890 -0.479 -0.26 0.09 -1.10 -0.2159
C -2.343 3.561 0.606 0.98 -0.30 1.39 -0.3612
C -3.350 4.490 0.646 -1.18 0.84 -0.86 -0.1011
C -4.096 4.699 1.805 -0.46 0.51 -0.18 -0.0705
C -3.834 3.953 2.947 -0.78 0.42 -0.51 -0.0894
C -2.840 3.008 2.889 0.40 -1.38 2.16 -0.1172
C -2.024 2.865 1.812 0.27 -0.05 -2.70 -0.0787
C -3.780 -0.210 -0.684 0.41 -0.09 -1.03 -0.1976
C -5.192 -0.174 -0.500 1.71 -1.02 -0.22 -0.0214
C -5.880 -1.373 -0.287 0.71 -0.51 0.15 -0.0600
C -5.156 -2.619 -0.285 0.04 1.38 0.53 -0.0640
C -3.754 -2.614 -0.361 -0.54 1.12 -0.93 -0.1003
C -3.014 -1.399 -0.555 -2.66 -0.25 0.74 -0.2981
P -1.231 -1.385 -0.457 1.18 0.82 -0.02 1.1082
C -0.912 -1.911 -2.159 1.15 1.82 -1.51 -0.3789
C -0.439 -0.985 -3.146 -0.55 -0.40 2.42 -0.1025
C -0.301 -1.393 -4.441 1.05 0.54 -1.03 -0.0967
C -0.465 -2.723 -4.817 -0.82 -1.24 0.90 -0.0662
C -0.881 -3.652 -3.839 -0.16 -0.18 -0.72 -0.0668
C -1.139 -3.190 -2.562 -0.51 -1.11 1.06 -0.1267
C -0.818 -2.874 0.547 -1.06 0.16 0.47 -0.4016
C -1.644 -3.355 1.570 -0.57 -0.42 0.10 -0.1133
C -1.275 -4.489 2.280 -0.31 -0.27 1.57 -0.0844
C 0.007 -5.054 2.197 -1.26 1.11 -1.05 -0.0950
C 0.821 -4.577 1.207 0.72 0.82 -0.59 -0.0706
C 0.381 -3.505 0.389 1.73 -0.83 -0.64 -0.1003
H -4.720 0.432 -3.175 -0.39 0.37 0.13 0.1229
H -5.909 2.332 -4.518 0.81 -0.22 0.51 0.1176
H -4.957 4.632 -4.276 -0.33 -0.40 0.18 0.1034
H -3.463 5.164 -2.482 0.53 0.22 -0.46 0.1004
H -1.120 4.594 -3.579 0.22 -0.16 -0.11 0.1028
H -0.252 6.873 -4.213 -0.30 -0.21 0.71 0.1096
H 0.079 8.546 -2.449 -0.03 -0.34 0.21 0.1067
H -0.033 7.880 -0.039 -0.01 0.10 -0.05 0.1093
H -0.598 5.667 0.560 -0.31 -0.50 0.62 0.0703
H -3.631 5.038 -0.297 0.32 -0.54 1.24 0.1191
H -4.930 5.416 1.748 0.50 -0.33 0.29 0.1108
H -4.442 4.049 3.841 0.02 0.05 -0.13 0.1045
H -2.719 2.288 3.734 0.08 0.89 -0.55 0.1194
H -1.207 2.142 1.773 -0.28 0.08 0.19 0.0986
H -5.629 0.797 -0.567 -0.62 0.30 0.01 0.1111
H -6.971 -1.334 -0.102 0.81 -0.19 -0.23 0.1092
H -5.687 -3.549 -0.083 0.10 0.20 -0.28 0.0980
H -3.180 -3.540 -0.421 -0.47 0.20 0.37 0.0948
H -0.165 0.026 -2.804 -0.24 -0.44 -0.48 0.0811
H 0.102 -0.629 -5.114 -0.29 -0.50 -0.17 0.1124
H -0.357 -3.130 -5.817 0.29 0.55 -0.06 0.1008
H -1.050 -4.732 -4.068 0.23 1.13 0.04 0.1176
H -1.536 -3.788 -1.735 0.24 -0.66 -0.80 0.0975
H -2.630 -2.905 1.737 0.50 -0.26 0.07 0.1024
H -1.956 -4.950 3.029 0.34 0.66 -0.61 0.1120
H 0.296 -5.828 2.846 0.30 -0.95 0.64 0.0859
H 1.831 -4.994 1.080 -0.51 0.27 -0.16 0.1056
H 1.005 -3.197 -0.451 0.13 -0.09 0.21 0.0948
Se 3.264 -0.046 -2.351 -0.06 0.96 0.13 -0.2591
Te 5.018 1.711 -1.760 -0.64 0.82 0.32 0.0990
Te 3.782 4.550 -1.579 0.70 -1.27 -0.82 0.1249
Se 2.136 4.720 0.225 0.16 -0.67 0.57 -0.2403
O 2.314 0.938 1.090 0.02 -0.36 2.97 -0.7677
S 2.979 1.159 2.482 0.49 -0.50 -1.07 1.0744
C 2.128 0.391 3.911 -0.50 0.84 -0.72 -0.3570
C 0.987 -0.372 3.714 1.04 0.02 -0.34 -0.0619
C 0.348 -0.847 4.837 -1.87 -0.57 -0.44 -0.0760
C 0.794 -0.554 6.100 0.40 -0.52 0.49 -0.0837
C 1.983 0.110 6.262 0.17 0.68 -1.04 -0.0697
C 2.631 0.695 5.174 -0.67 -0.54 0.03 -0.0638
C 4.254 -0.105 2.522 1.29 0.86 0.78 -0.3724
C 4.032 -1.326 1.938 -0.94 -0.66 -0.49 -0.0642
C 5.027 -2.300 2.045 0.69 0.17 0.08 -0.0583
C 6.217 -1.984 2.713 0.17 -0.60 0.35 -0.0784
C 6.424 -0.749 3.332 0.82 -0.55 0.26 -0.0836
C 5.447 0.208 3.239 -1.31 -0.52 -1.57 -0.0767
H 0.731 -0.613 2.683 -0.42 -0.01 0.25 0.1073
H -0.582 -1.424 4.739 0.46 0.20 -0.12 0.1173
H 0.292 -0.893 6.995 -0.21 -0.20 -0.16 0.1110
H 2.382 0.200 7.229 0.47 0.44 1.15 0.0947
H 3.443 1.376 5.362 0.39 -0.03 -0.27 0.1118
H 3.062 -1.512 1.412 1.06 0.10 0.41 0.1286
H 4.922 -3.293 1.600 -0.14 0.41 0.10 0.1021
H 7.030 -2.717 2.823 -0.58 0.18 -0.27 0.1095
H 7.384 -0.585 3.879 -0.98 0.06 -0.61 0.1240
H 5.624 1.213 3.515 0.04 0.84 0.65 0.0981
C 3.727 -5.924 -1.910 1.56 1.13 0.93 -0.0332
N 4.283 -4.552 -1.658 -1.26 -1.00 -0.87 -0.1823
C 5.729 -4.514 -1.399 -0.38 1.21 -0.92 -0.0633
C 3.540 -3.528 -2.201 1.65 1.36 0.71 -0.3835
O 2.398 -3.593 -2.580 -0.78 -0.66 -0.22 -0.0025
H 4.420 -6.359 -2.604 0.21 -0.69 -0.47 0.0745
H 2.755 -5.878 -2.356 -0.55 0.13 0.10 0.0698
H 3.785 -6.471 -0.962 -0.38 -0.11 -0.27 0.0848
H 6.006 -5.481 -0.989 0.10 0.24 0.44 0.0771
H 5.917 -3.644 -0.742 0.26 -0.72 -0.11 0.0787
H 6.347 -4.372 -2.326 -0.60 -0.12 0.58 0.0980
H 4.032 -2.513 -2.219 0.17 -0.92 0.19 0.0257
```
Positions in Å, forces in eV/Å.

The LUMO energy (alpha / beta) is -0.61 / -0.61 eV. The calculation puts the energy relative to the best compared isomer or geometry (same formula, charge and spin) at 3.5387 eV. Its HOMO energy (alpha / beta) is -6.34 / -6.34 eV. The net charge is 0. The value obtained for the gap between HOMO and LUMO (alpha / beta) is 5.73 / 5.73 eV.

> Look up the net charge of the second one.

0

> Among the records above, which one has the highest net charge?

C51H45CaNO3P2SSe2Te2

> Among the records above, which one has the highest net charge?

C51H45CaNO3P2SSe2Te2